(1)
This record from OMol25 describes C13H27Cl2O3PPd as an isolated structure. The level of theory is ωB97M-V/def2-TZVPD.

## Properties
spin multiplicity: 5
DFT total energy: -57871.3017 eV
<S²>: 6.01
ΔE to the lowest compared entry with this formula, charge and spin: 5.0 kcal per mole

Atoms and positions in Å:
1 Pd 1.920 -0.350 -0.590
2 Cl 1.584 -2.458 -1.495
3 Cl 2.373 1.941 0.082
4 C 3.175 -1.316 0.445
5 H 3.873 -0.747 1.118
6 H 3.464 -2.376 0.245
7 C -1.095 1.580 -2.705
8 C 0.168 1.218 -2.662
9 H -1.499 2.304 -1.987
10 C 0.780 0.248 -3.626
11 H 0.846 1.615 -1.888
12 C -0.041 0.082 -4.914
13 H 1.817 0.529 -3.857
14 H 0.854 -0.748 -3.145
15 C -1.526 -0.081 -4.594
16 H 0.107 0.967 -5.543
17 H 0.323 -0.787 -5.475
18 C -2.082 1.050 -3.710
19 H -2.102 -0.148 -5.525
20 H -1.663 -1.026 -4.054
21 H -2.433 1.866 -4.356
22 H -2.977 0.671 -3.200
23 C -1.077 -3.621 2.851
24 C -1.315 -2.253 2.271
25 O -0.227 -1.983 1.318
26 P 0.386 -0.518 1.111
27 O 0.871 -0.104 2.583
28 C 2.173 0.423 2.985
29 C 2.093 0.655 4.473
30 O -0.910 0.410 0.876
31 C -1.023 1.744 1.477
32 C -2.392 2.277 1.145
33 H -1.013 -4.377 2.065
34 H -1.897 -3.876 3.526
35 H -0.144 -3.624 3.423
36 H -2.256 -2.201 1.709
37 H -1.329 -1.492 3.068
38 H 2.947 -0.294 2.703
39 H 2.361 1.353 2.436
40 H 1.973 -0.298 4.997
41 H 3.012 1.127 4.823
42 H 1.250 1.306 4.715
43 H -0.916 1.658 2.569
44 H -0.220 2.387 1.087
45 H -3.171 1.626 1.554
46 H -2.498 3.264 1.604
47 H -2.542 2.378 0.067

Löwdin population analysis, charges in e, atoms 1 to 2: Pd 0.494; Cl 0.126

---

(2)
This record from OMol25 describes C13H27Cl2O3PTb as an isolated structure. The level of theory is ωB97M-V/def2-TZVPD.

## Properties
spin multiplicity: 7
DFT total energy: -76832.5035 eV
<S²>: 13.00
charge: -1

Atoms and positions in Å:
1 Tb -0.473 -1.350 1.936
2 Cl 1.298 -0.314 3.330
3 Cl -2.441 -2.547 2.837
4 C 0.672 -2.389 0.079
5 H 1.557 -2.135 -0.477
6 H 0.280 -3.336 -0.360
7 C 2.732 0.009 -1.273
8 C 2.880 -1.258 -1.772
9 H 2.031 0.712 -1.727
10 C 3.769 -2.292 -1.146
11 H 2.286 -1.583 -2.633
12 C 4.187 -1.902 0.288
13 H 3.254 -3.260 -1.129
14 H 4.690 -2.421 -1.739
15 C 4.583 -0.430 0.358
16 H 3.354 -2.102 0.976
17 H 5.033 -2.529 0.594
18 C 3.415 0.489 -0.038
19 H 4.948 -0.182 1.360
20 H 5.404 -0.263 -0.349
21 H 2.698 0.541 0.804
22 H 3.782 1.515 -0.184
23 C -2.128 2.514 3.057
24 C -0.892 2.647 2.194
25 O -1.130 2.301 0.788
26 P -1.226 0.737 0.272
27 O -2.858 0.520 0.099
28 C -3.796 1.572 -0.222
29 C -5.149 0.925 -0.351
30 O -0.707 0.893 -1.276
31 C -1.249 0.195 -2.428
32 C -1.553 -1.266 -2.229
33 H -2.948 3.130 2.671
34 H -1.884 2.868 4.064
35 H -2.468 1.472 3.148
36 H -0.545 3.688 2.179
37 H -0.080 2.022 2.599
38 H -3.796 2.317 0.585
39 H -3.493 2.050 -1.165
40 H -5.422 0.401 0.570
41 H -5.900 1.692 -0.548
42 H -5.171 0.210 -1.178
43 H -2.145 0.745 -2.750
44 H -0.488 0.318 -3.207
45 H -2.543 -1.402 -1.785
46 H -1.568 -1.745 -3.214
47 H -0.800 -1.776 -1.607

Löwdin population analysis, charges in e, atoms 1 to 2: Tb 0.433; Cl -0.235

---

(3)
This record from OMol25 describes a 4-piece molecular cluster, C13H27Cl6N4 overall. The level of theory is ωB97M-V/def2-TZVPD.

## Properties
DFT total energy: -95008.9489 eV
ΔE to the lowest compared entry with this formula, charge and spin: 0.0 kcal per mole
charge: +1

Atoms and positions in Å:
1 C 0.846 1.123 1.352
2 C 0.893 -0.395 1.103
3 C 0.461 -0.783 -0.317
4 N 1.553 -1.349 -1.116
5 C 2.001 -0.819 -2.235
6 N 1.546 0.323 -2.788
7 C 2.243 0.493 -3.892
8 C 2.086 1.625 -4.839
9 C 0.847 2.474 -4.544
10 N 3.125 -0.495 -4.064
11 N 2.981 -1.344 -3.000
12 H 0.150 1.623 0.678
13 H 1.828 1.582 1.244
14 H 0.514 1.325 2.369
15 H 0.202 -0.873 1.791
16 H 1.887 -0.784 1.330
17 H 0.056 0.093 -0.814
18 H -0.332 -1.527 -0.287
19 H 1.956 -2.211 -0.784
20 H 2.978 2.253 -4.804
21 H 2.006 1.231 -5.854
22 H 0.870 3.352 -5.185
23 H 0.839 2.813 -3.510
24 H -0.057 1.901 -4.743
25 H 3.801 -0.630 -4.797
26 H 3.513 -2.188 -2.878
27 Cl -2.261 -2.122 1.689
28 C -3.021 -3.222 0.503
29 C -2.505 -4.627 0.646
30 Cl -0.783 -4.753 0.164
31 H -2.822 -2.829 -0.491
32 H -4.094 -3.188 0.687
33 H -3.066 -5.292 -0.008
34 H -2.586 -4.983 1.669
35 Cl -6.368 -2.842 1.565
36 C -6.111 -1.415 2.610
37 C -6.494 -0.138 1.910
38 Cl -5.388 0.232 0.558
39 H -5.064 -1.406 2.904
40 H -6.728 -1.554 3.495
41 H -6.433 0.693 2.610
42 H -7.501 -0.190 1.508
43 Cl 2.011 4.118 3.533
44 C 3.712 4.083 4.065
45 C 4.585 3.292 3.127
46 Cl 4.208 1.546 3.167
47 H 3.736 3.672 5.071
48 H 4.057 5.114 4.098
49 H 5.627 3.397 3.422
50 H 4.472 3.631 2.101

Löwdin population analysis, charges in e, atoms 1 to 2: C -0.106; C -0.221